# 1
DFT (ωB97M-V/def2-TZVPD) results for a cluster of 2 separate species, C6H17NO in total in a non-equilibrium geometry.

Values from the calculation:
E_tot   -368.4743 a.u.
ΔE to the lowest compared entry with this formula, charge and spin   12.1 kcal/mol
Expectation value of S²   0.754
F_max   2.88 eV Å⁻¹
HOMO level (spin up / spin down)   -15.1 / -15.1 eV

```
! RIJCOSX wB97M-V def2-TZVPD def2/J DEFGRID3
* xyz 1 2
C -0.84273 0.30544 -0.64863
C -1.33081 0.43975 -2.09498
C -1.37054 1.88823 -2.64406
C 0.56398 -0.28860 -0.56824
N 0.96783 -0.63037 0.81485
C 2.09189 -1.52280 0.90208
C 1.00076 0.48719 1.74270
H -1.47653 -0.35887 -0.07189
H -0.83932 1.28500 -0.17063
H -0.61330 -0.08129 -2.72378
H -2.27555 -0.05841 -2.27067
H -0.96691 1.88977 -3.65143
H -2.37317 2.31487 -2.64499
H -0.74976 2.54156 -2.02583
H 0.60210 -1.21130 -1.13902
H 1.34921 0.39947 -0.89426
H 3.03981 -1.00365 0.72894
H 2.09285 -2.21531 0.05915
H 2.12222 -2.02540 1.85958
H 1.33715 0.11797 2.70885
H 0.00306 0.89241 1.86949
H 1.73150 1.24773 1.45861
H -0.60845 -1.62670 3.01376
H -2.09211 -1.56783 2.93147
O -1.36318 -1.21886 3.45894
*
```

***

# 2
DFT (ωB97M-V/def2-TZVPD) results for the ion C6H17NO3PS with charge +1 in a non-equilibrium geometry.

Values from the calculation:
E_tot   -1258.4556 a.u.
ΔE to the lowest compared entry with this formula, charge and spin   102.8 kcal/mol
F_max   9.19 eV Å⁻¹
HOMO level   -12.3 eV

```
! RIJCOSX wB97M-V def2-TZVPD def2/J DEFGRID3
* xyz 1 1
C -1.55571 -2.01716 2.85135
C -0.56391 -1.87195 1.51399
S -1.69957 -1.20204 0.13081
C -0.72941 -1.25084 -1.46995
C 0.21309 0.05873 -1.75713
C 1.49203 0.21664 -0.71486
C 2.74593 0.88122 -1.59814
N 2.67598 2.39073 -1.66560
P -2.19049 0.79016 0.75350
O -3.59832 0.67846 1.53176
O -1.06747 1.43503 1.96978
O -2.46671 1.92027 -0.55195
H -1.45818 -3.11501 3.25429
H -2.69111 -1.76561 2.58404
H -1.21470 -1.24457 3.67769
H 0.33610 -1.14208 1.70960
H -0.17091 -2.94411 1.19274
H -0.01450 -2.20681 -1.45951
H -1.49515 -1.35338 -2.37019
H -0.36171 1.07786 -1.84382
H 0.70887 -0.11954 -2.82853
H 1.26248 1.02910 0.12828
H 1.84778 -0.79192 -0.24021
H 3.78155 0.59418 -1.07999
H 2.80194 0.47308 -2.69356
H 3.59330 2.82731 -1.38194
H 1.90635 2.79038 -1.07832
H -0.14399 1.08562 1.79258
H -1.94357 2.77623 -0.35672
*
```

***

# 3
DFT (ωB97M-V/def2-TZVPD) results for a cluster of 2 separate species, C6H17NOSi2 in total in a non-equilibrium geometry.

Values from the calculation:
E_tot   -947.7402 a.u.
ΔE to the lowest compared entry with this formula, charge and spin   98.0 kcal/mol
F_max   4.64 eV Å⁻¹
HOMO level   -9.0 eV

```
! RIJCOSX wB97M-V def2-TZVPD def2/J DEFGRID3
* xyz 0 1
C -0.74106 -1.38630 -1.48482
C -1.70191 -2.23439 1.77662
C 0.41502 -0.49766 3.15028
C 0.40213 2.07197 -2.49827
C 2.43044 0.57488 -0.86742
C -0.51623 0.12815 -0.04342
N -1.98513 -1.51299 -1.93122
O 0.21137 -1.97488 -1.96682
Si -0.16049 -1.07572 1.44250
Si 0.61865 1.46912 -0.77051
H -1.40523 -2.93724 2.52864
H -2.45100 -1.54847 2.26051
H -2.06647 -2.72919 0.85275
H 1.03194 -1.38435 3.61165
H 1.02509 0.37458 3.26765
H -0.37565 -0.47735 3.85213
H 0.62157 3.16309 -2.49663
H 0.72340 1.50679 -3.37978
H -0.73533 2.11979 -2.55357
H 2.69753 -0.05239 -0.02196
H 2.64340 0.01194 -1.75401
H 3.14910 1.49090 -0.85581
H -1.61105 0.52403 0.09641
H -2.82980 -1.25119 -1.37291
H -2.16049 -2.08388 -2.74808
H 0.89408 -2.02072 0.97707
H 0.42754 2.61200 0.03371
*
```

***

# 4
DFT (ωB97M-V/def2-TZVPD) results for an isolated molecule of C6H17NOSi2 in a non-equilibrium geometry.

Values from the calculation:
E_tot   -947.8964 a.u.
ΔE to the lowest compared entry with this formula, charge and spin   0.0 kcal/mol
F_max   4.79 eV Å⁻¹
HOMO level   -8.8 eV

```
! RIJCOSX wB97M-V def2-TZVPD def2/J DEFGRID3
* xyz 0 1
C 2.35920 1.20991 -0.45987
C -1.28914 1.54557 -1.59094
C -2.52887 1.73473 1.30784
C -0.19183 -2.76420 1.44283
C 0.78249 -2.17170 -1.34424
C 1.64609 1.00948 0.75742
N 0.33035 0.30637 0.46929
O -1.59473 -0.87690 -0.08391
Si -1.36236 0.77309 0.15693
Si -0.02350 -1.35887 0.16522
H 1.67200 1.22072 -1.36699
H 2.99673 2.08974 -0.46937
H 3.08789 0.48181 -0.47594
H -0.83100 0.83226 -2.27498
H -2.24674 1.76629 -1.94671
H -0.57454 2.35857 -1.53672
H -2.51969 1.08719 2.30486
H -1.96770 2.72928 1.45715
H -3.53521 1.90628 0.90256
H -0.61262 -2.49322 2.39014
H -0.46710 -3.59268 0.83863
H 0.75455 -3.24060 1.86094
H 0.14543 -1.99241 -2.25409
H 1.75030 -1.74355 -1.69303
H 0.77460 -3.23457 -1.24191
H 2.26957 0.51946 1.51986
H 1.17584 1.89794 1.16502
*
```

***

# 5
DFT (ωB97M-V/def2-TZVPD) results for a structure of composition C6H17NS in a non-equilibrium geometry.

Values from the calculation:
E_tot   -691.6576 a.u.
ΔE to the lowest compared entry with this formula, charge and spin   49.9 kcal/mol
F_max   4.19 eV Å⁻¹
HOMO level   -7.7 eV

```
! RIJCOSX wB97M-V def2-TZVPD def2/J DEFGRID3
* xyz 0 1
C 0.95394 -1.45857 -1.48608
C 0.65238 -0.22145 -2.29984
N -0.19542 0.66266 -1.46536
C -0.22852 2.01869 -2.02540
H 0.05869 -2.06018 -1.32657
H 1.65613 -2.06211 -2.06881
H 1.44086 -1.09400 -0.56012
H 1.58911 0.32806 -2.50682
H 0.18846 -0.43660 -3.23226
H 0.33399 1.00857 -0.16931
H -1.15950 0.29380 -1.47547
H 0.78321 2.43763 -1.92741
H -0.89747 2.60291 -1.34927
H -0.64386 2.04906 -3.06199
C -1.55984 -0.91478 1.85564
C -0.14181 -0.99599 2.41698
C 0.39958 0.36025 2.89147
S 0.89054 1.67149 1.04610
H -2.22226 -0.33208 2.56531
H -2.01515 -1.93359 1.70066
H -1.50096 -0.27612 0.94031
H -0.11823 -1.69545 3.29291
H 0.60423 -1.41910 1.71257
H 1.40646 0.40128 3.25284
H -0.27455 1.06561 3.27990
*
```

***

# 6
DFT (ωB97M-V/def2-TZVPD) results for a structure of composition C6H18Ag2FO6 in a non-equilibrium geometry.

Values from the calculation:
E_tot   -1084.3218 a.u.
ΔE to the lowest compared entry with this formula, charge and spin   12.4 kcal/mol
F_max   1.55 eV Å⁻¹
HOMO level   -12.7 eV

```
! RIJCOSX wB97M-V def2-TZVPD def2/J DEFGRID3
* xyz 1 1
Ag -1.81111 -1.59909 -0.63447
Ag -1.01031 1.85333 -2.83790
F -0.49867 0.26255 -1.23092
C 0.63161 -2.52243 0.97373
C 0.01888 -2.34270 2.34449
O -1.11071 -1.49418 2.13721
O -0.23317 -3.32342 0.17191
H 1.62135 -2.97512 0.95711
H 0.68259 -1.52413 0.53667
H 0.68732 -1.90000 3.08251
H -0.27314 -3.32558 2.72904
H -1.65185 -1.51543 2.93392
H -0.87226 -3.84413 0.67166
C -1.70512 2.67004 0.91026
C -1.74753 4.17242 1.11807
O -3.08857 4.63716 1.00957
O -2.02256 2.32078 -0.44998
H -2.38522 2.20605 1.63093
H -0.69232 2.27388 1.06748
H -1.22502 4.65544 0.28962
H -1.31257 4.48651 2.07004
H -3.61768 4.41105 1.77892
H -1.43986 1.57487 -0.66009
C 2.88123 -0.58902 -1.58767
C 2.49587 -1.65512 -2.62827
O 1.08079 -1.78653 -2.63926
O 2.22588 0.64368 -1.84673
H 3.95417 -0.38982 -1.63322
H 2.64812 -0.93433 -0.57935
H 2.87484 -2.61123 -2.26175
H 2.92826 -1.44246 -3.60551
H 0.61711 -0.98497 -2.38262
H 1.34966 0.59193 -1.43536
*
```

***

# 7
DFT (ωB97M-V/def2-TZVPD) results for a structure of composition C6H18AlF3N4O5PS2 in a non-equilibrium geometry.

Values from the calculation:
E_tot   -2513.8434 a.u.
ΔE to the lowest compared entry with this formula, charge and spin   0.0 kcal/mol
F_max   13.15 eV Å⁻¹
HOMO level   -11.7 eV

```
! RIJCOSX wB97M-V def2-TZVPD def2/J DEFGRID3
* xyz 1 1
Al -0.79209 -2.45027 -1.96251
N 0.99759 -2.45493 -1.20950
S 2.01258 -3.38936 -0.61364
O 2.87886 -2.92113 0.48290
O 2.59345 -4.40194 -1.56680
F 0.91490 -4.23340 0.15152
S 2.04412 -1.06635 -1.22492
O 3.47107 -1.26280 -1.48384
O 1.69378 0.09240 -0.44659
F 1.41855 -0.55396 -2.59551
F -1.13140 -0.69334 -3.18784
O -0.68748 -1.09011 -0.90906
P -0.52394 0.06380 -0.01653
N -2.11596 0.67141 0.49773
C -3.09315 1.16258 -0.51034
C -2.54105 1.14488 1.82189
N 0.32635 1.42925 -0.70830
C 0.50680 2.78309 -0.20002
C 0.41979 1.43920 -2.12717
N 0.26843 -0.32152 1.41464
C 1.53441 0.16067 1.98953
C -0.20549 -1.44954 2.25004
H -2.64228 2.06017 -0.93362
H -3.99670 1.41088 0.04646
H -3.16673 0.44758 -1.32976
H -3.61519 1.31732 1.75427
H -2.12950 2.15010 1.91272
H -2.16331 0.58085 2.67471
H 1.33288 3.30862 -0.67909
H -0.48119 3.21667 -0.35486
H 0.75548 2.78299 0.86124
H 0.71849 0.46849 -2.52290
H -0.38369 1.87445 -2.72137
H 1.23319 2.11272 -2.39709
H 2.02242 0.93431 1.39673
H 1.34153 0.66940 2.93403
H 2.17142 -0.71565 2.10948
H 0.52868 -2.23219 2.44127
H -1.03138 -1.90697 1.70528
H -0.48412 -1.13849 3.25688
*
```

***

# 8
DFT (ωB97M-V/def2-TZVPD) results for a structure of composition C6H18BMnO4 in a non-equilibrium geometry.

Values from the calculation:
E_tot   -1716.1809 a.u.
ΔE to the lowest compared entry with this formula, charge and spin   6.2 kcal/mol
Expectation value of S²   8.755
F_max   1.92 eV Å⁻¹
HOMO level (spin up / spin down)   -3.2 / -3.4 eV

```
! RIJCOSX wB97M-V def2-TZVPD def2/J DEFGRID3
* xyz -1 6
Mn 3.66909 7.85387 -39.90891
O 3.49578 9.42330 -38.55351
C 2.19411 9.44023 -38.10910
C 1.21209 8.53918 -38.87736
O 1.79401 7.35404 -39.32876
H 1.78225 10.47440 -38.10472
H 2.13775 9.10213 -37.04222
H 0.75797 9.08198 -39.73273
H 0.38196 8.32155 -38.17347
B 4.45677 8.49411 -41.88326
H 5.04302 8.84521 -42.88103
H 4.22042 9.40934 -41.12863
H 3.37355 7.97237 -42.05544
H 5.14653 7.75560 -41.21434
C 3.36337 4.96359 -41.47195
O 4.00548 5.66897 -40.43516
C 5.18571 5.07105 -39.95474
C 5.92811 6.10444 -39.12386
O 5.04521 6.92476 -38.38281
C 4.44635 6.28840 -37.26529
H 2.41693 5.47378 -41.64001
H 3.15558 3.93367 -41.15821
H 3.96089 4.99057 -42.38802
H 5.83272 4.75817 -40.78555
H 4.92262 4.17928 -39.36729
H 6.44530 6.80161 -39.78276
H 6.68890 5.63970 -38.48761
H 5.03373 5.42296 -36.93455
H 3.43547 5.95318 -37.51159
H 4.41023 7.00539 -36.44732
*
```